# 1
Density functional theory data (the ωB97M-V functional and the def2-TZVPD basis) for a gas-phase ion, C5H8N (charge +1).

Last column: Löwdin charge in e.
Cartesian coordinates (Å):
C: -2.2635 -0.4564 0.0871  0.165
C: -0.9917 -0.0679 0.0683  -0.141
N: -0.2693 1.0514 -0.5894  0.157
C: 0.6017 1.4311 0.5275  0.061
C: 0.4147 -0.0100 0.1920  -0.331
C: 1.3869 -1.1057 -0.0118  0.005
H: -2.8211 0.0018 -0.7197  0.095
H: -2.5821 -1.2757 0.6882  0.084
H: -0.2578 1.2023 -1.5722  0.188
H: 0.2683 1.8121 1.4906  0.143
H: 1.6681 1.7270 0.2708  0.168
H: 2.4215 -1.1253 0.5752  0.146
H: 1.6421 -1.0318 -1.1027  0.104
H: 0.7822 -2.1528 0.0959  0.155

Values from the calculation:
Energy relative to the best compared isomer or geometry (same formula, charge and spin): 101.2 kcal/mol
F_max: 3.2 eV/A
Total charge: +1
SMILES: C=C1[N@H+]2C[C@@]12C
Gap between HOMO and LUMO: 11.54 eV
Electronic energy: -6793.70131 eV
HOMO: -14.8 eV

# 2
Density functional theory data (the ωB97M-V functional and the def2-TZVPD basis) for C21H32N4O2 in the gas phase.

Last column: Löwdin charge in e.
Cartesian coordinates (Å):
C: 5.2672 3.0562 -3.0126  -0.047
C: 5.3618 1.6820 -2.4283  -0.214
C: 6.5737 1.0007 -2.4064  -0.116
N: 6.7393 -0.2164 -1.9215  0.054
C: 5.6775 -0.8328 -1.4331  -0.149
C: 4.4189 -0.2576 -1.3959  -0.010
C: 4.2469 1.0289 -1.8922  -0.149
C: 2.8994 1.6962 -1.8788  -0.101
N: 1.9696 1.0880 -0.9502  -0.106
C: 2.2222 1.3331 0.4525  -0.040
C: 0.8223 0.5762 -1.4441  -0.458
O: 0.6149 0.5031 -2.6443  0.056
C: -0.2087 0.0331 -0.4624  -0.031
C: -1.5551 0.6593 -0.8276  -0.218
C: -1.5445 2.1509 -0.5025  -0.433
O: -0.5272 2.7935 -0.3177  0.073
N: -2.7603 2.7342 -0.4647  0.091
C: -4.0476 2.0712 -0.4624  -0.154
C: -3.9015 0.5831 -0.8259  -0.164
N: -2.7131 -0.0162 -0.2610  -0.119
C: -2.7224 -0.0910 1.1966  -0.152
C: -2.3038 -1.4810 1.6945  -0.318
C: -3.2388 -2.5544 1.1394  -0.171
C: -2.8204 -3.9375 1.6277  -0.201
C: -2.8177 -3.9853 3.1528  -0.211
C: -1.8927 -2.9115 3.7177  -0.204
C: -2.3095 -1.5294 3.2225  -0.173
H: 4.5078 3.0881 -3.7924  0.087
H: 6.2215 3.3530 -3.4402  0.076
H: 4.9919 3.7831 -2.2481  0.083
H: 7.4674 1.4650 -2.8052  0.110
H: 5.8474 -1.8323 -1.0550  0.102
H: 3.5785 -0.8033 -0.9963  0.111
H: 2.4471 1.6146 -2.8742  0.138
H: 3.0019 2.7601 -1.6378  0.135
H: 2.1691 0.4114 1.0342  0.092
H: 1.5090 2.0614 0.8466  0.085
H: 3.2285 1.7336 0.5562  0.097
H: 0.0449 0.2399 0.5718  0.101
H: -0.2791 -1.0441 -0.6231  0.137
H: -1.6403 0.5808 -1.9214  0.159
H: -2.7622 3.7228 -0.2493  0.150
H: -4.7120 2.5685 -1.1767  0.118
H: -4.4931 2.1716 0.5371  0.113
H: -4.7800 0.0354 -0.4788  0.123
H: -3.8409 0.4742 -1.9118  0.125
H: -3.7375 0.0977 1.5578  0.127
H: -2.0704 0.6727 1.6428  0.133
H: -1.2910 -1.6954 1.3451  0.130
H: -3.2217 -2.5129 0.0497  0.111
H: -4.2600 -2.3489 1.4698  0.121
H: -3.5028 -4.6931 1.2332  0.108
H: -1.8187 -4.1661 1.2566  0.114
H: -3.8325 -3.8185 3.5217  0.113
H: -2.4954 -4.9707 3.4957  0.107
H: -1.9159 -2.9361 4.8093  0.108
H: -0.8672 -3.1150 3.4007  0.114
H: -3.3142 -1.3021 3.5880  0.121
H: -1.6306 -0.7719 3.6221  0.115

Values from the calculation:
Energy relative to the best compared isomer or geometry (same formula, charge and spin): 10.3 kcal/mol
F_max: 0.6 eV/A
SMILES: Cc1cnccc1CN(C)C(=O)C[C@@H]1C(=O)NCCN1CC1CCCCC1
Gap between HOMO and LUMO: 9.31 eV
Electronic energy: -32353.19681 eV
HOMO: -8.6 eV

# 3
Density functional theory data (the ωB97M-V functional and the def2-TZVPD basis) for C23H32N4O3 in the gas phase.

Last column: Löwdin charge in e.
Cartesian coordinates (Å):
C: 4.4045 3.2766 -0.7188  -0.086
O: 4.3422 1.9997 -0.1381  -0.094
C: 5.3944 1.1435 -0.3221  -0.226
C: 6.4891 1.4160 -1.1311  -0.027
C: 7.5049 0.4829 -1.2665  -0.093
C: 7.4377 -0.7229 -0.5979  -0.097
C: 6.3465 -0.9919 0.2129  -0.037
C: 5.3202 -0.0770 0.3678  -0.161
C: 4.1368 -0.3772 1.2385  -0.133
C: 2.9083 -0.7307 0.3949  -0.088
C: 1.7426 -1.1304 1.2883  -0.445
O: 1.8479 -1.1894 2.4996  0.056
N: 0.5868 -1.4542 0.6615  -0.054
C: 0.2854 -1.3139 -0.7416  -0.156
C: -0.6892 -0.1500 -0.9557  -0.095
C: -1.9577 -0.3110 -0.1068  -0.251
N: -2.8302 -1.3249 -0.6572  -0.035
N: -2.3936 -2.5483 -0.9477  0.077
C: -3.4124 -3.2051 -1.4645  -0.132
C: -4.5531 -2.4002 -1.5118  -0.003
C: -4.1410 -1.1960 -0.9749  -0.239
N: -4.8749 -0.0188 -0.7942  0.148
C: -5.1090 0.5573 0.4269  -0.477
O: -4.5960 0.1516 1.4439  0.090
C: -6.0282 1.7597 0.3686  -0.086
C: -5.2642 3.0753 0.1166  -0.413
C: -4.5846 3.0864 -1.2512  -0.076
C: -4.2532 3.3396 1.2286  -0.064
C: -1.5897 -0.6103 1.3521  -0.097
C: -0.5939 -1.7627 1.4447  -0.132
H: 3.5020 3.7930 -0.3938  0.093
H: 5.2814 3.8349 -0.3755  0.097
H: 4.4144 3.2242 -1.8133  0.095
H: 6.5639 2.3512 -1.6640  0.100
H: 8.3498 0.7099 -1.8999  0.101
H: 8.2289 -1.4498 -0.7023  0.098
H: 6.2911 -1.9310 0.7442  0.114
H: 4.3599 -1.2098 1.9059  0.120
H: 3.8954 0.4931 1.8503  0.127
H: 2.6322 0.1357 -0.2077  0.116
H: 3.1504 -1.5620 -0.2724  0.132
H: 1.1906 -1.1509 -1.3230  0.112
H: -0.1960 -2.2374 -1.0798  0.106
H: -0.9540 -0.0865 -2.0129  0.120
H: -0.2053 0.7842 -0.6632  0.121
H: -2.5274 0.6240 -0.1420  0.124
H: -3.2967 -4.2230 -1.7787  0.101
H: -5.5289 -2.6523 -1.8723  0.096
H: -5.4653 0.2493 -1.5676  0.149
H: -6.7830 1.6227 -0.4083  0.117
H: -6.5287 1.8298 1.3354  0.127
H: -6.0092 3.8796 0.1297  0.134
H: -4.1293 4.0577 -1.4305  0.079
H: -5.3051 2.9009 -2.0459  0.077
H: -3.8018 2.3330 -1.3067  0.063
H: -4.7522 3.3919 2.1928  0.085
H: -3.7379 4.2815 1.0552  0.079
H: -3.5140 2.5440 1.2784  0.069
H: -2.4965 -0.8376 1.9119  0.107
H: -1.1391 0.2863 1.7817  0.129
H: -0.2802 -1.9120 2.4784  0.121
H: -1.0426 -2.6803 1.0544  0.116

Values from the calculation:
Energy relative to the best compared isomer or geometry (same formula, charge and spin): 45.1 kcal/mol
F_max: 0.8 eV/A
SMILES: COc1ccccc1CCC(=O)N1CCC(n2nccc2NC(=O)CC(C)C)CC1
Gap between HOMO and LUMO: 8.82 eV
Electronic energy: -36474.18654 eV
HOMO: -8.3 eV

# 4
Density functional theory data (the ωB97M-V functional and the def2-TZVPD basis) for 9 unconnected molecules or ions with the total composition C28H79N5O13.

Last column: Löwdin charge in e.
Cartesian coordinates (Å):
C: 3.3010 0.6536 6.0259  -0.099
O: 3.0360 -0.7429 5.9927  -0.191
C: 1.8874 -1.0744 5.2539  -0.211
C: 2.1088 -0.8461 3.7250  -0.426
C: 0.8712 -1.2698 2.9141  -0.051
N: 3.2997 -1.6018 3.2962  0.038
H: 4.1215 0.7873 5.3147  0.091
H: 3.6472 0.9732 7.0118  0.084
H: 2.4443 1.3024 5.8332  0.092
H: 1.7069 -2.1484 5.2999  0.123
H: 0.9679 -0.5535 5.5413  0.122
H: 2.3883 0.1733 3.4404  0.126
H: 0.2011 -0.4160 3.0834  0.074
H: 0.3568 -2.1212 3.3548  0.077
H: 1.1009 -1.2272 1.8544  0.057
H: 3.9269 -1.5131 4.0957  0.062
H: 3.1230 -2.5892 3.1466  0.058
C: -2.1199 -2.7299 5.7110  -0.113
O: -2.2276 -1.8587 4.6102  -0.203
C: -3.4932 -1.2182 4.5082  -0.196
C: -3.4500 -0.2194 3.3449  -0.407
C: -4.6465 0.7113 3.4731  -0.064
N: -3.5234 -0.8706 2.0160  0.051
H: -1.1539 -2.6364 6.2187  0.078
H: -2.1400 -3.7787 5.4089  0.088
H: -2.8323 -2.5072 6.5076  0.087
H: -4.1783 -2.0581 4.3230  0.135
H: -3.8178 -0.7257 5.4319  0.123
H: -2.5707 0.4258 3.3530  0.130
H: -4.6082 1.4925 2.7208  0.062
H: -4.6300 1.1802 4.4682  0.080
H: -5.5973 0.1916 3.6227  0.090
H: -2.8882 -1.6624 2.1493  0.082
H: -4.4070 -1.3224 1.8031  0.082
C: -6.4390 4.5841 -2.1503  -0.143
O: -5.1076 4.4383 -1.7774  -0.180
C: -4.8773 4.1739 -0.4160  -0.210
C: -3.3876 4.4287 -0.1652  -0.427
C: -2.8875 4.0156 1.2019  -0.062
N: -3.0074 5.8501 -0.3389  0.032
H: -6.4635 4.5954 -3.2449  0.091
H: -6.8743 5.5505 -1.8553  0.089
H: -7.1849 3.8363 -1.8534  0.086
H: -5.3833 4.8450 0.2923  0.134
H: -5.0706 3.1355 -0.1283  0.110
H: -2.8869 3.8859 -0.9739  0.133
H: -1.8448 3.7248 1.2448  0.068
H: -3.4651 3.1618 1.5797  0.054
H: -3.1172 4.7879 1.9406  0.080
H: -3.1568 6.1113 -1.3127  0.063
H: -3.7086 6.4233 0.1320  0.068
C: 2.3151 -3.0019 -1.0812  -0.095
O: 3.5736 -3.5295 -0.7013  -0.206
C: 3.4688 -4.8789 -0.3084  -0.219
C: 4.8395 -5.3463 0.2104  -0.428
C: 5.3084 -4.3824 1.2994  -0.070
N: 5.7979 -5.3978 -0.8789  0.047
H: 2.1236 -3.4196 -2.0767  0.096
H: 2.3970 -1.9426 -1.3379  0.055
H: 1.4943 -3.0505 -0.3660  0.092
H: 2.6767 -5.0340 0.4331  0.121
H: 3.1495 -5.5447 -1.1209  0.124
H: 4.6976 -6.3291 0.6674  0.135
H: 4.5505 -4.2654 2.0793  0.064
H: 5.5382 -3.3951 0.9001  0.072
H: 6.2243 -4.7779 1.7463  0.074
H: 6.6980 -5.7211 -0.5549  0.070
H: 5.8578 -4.4591 -1.2564  0.044
C: 5.8012 -1.9975 -2.8212  -0.100
O: 6.2091 -0.6524 -2.9493  -0.166
C: 6.1090 0.1002 -1.7738  -0.218
C: 4.7792 0.1782 -1.0225  -0.443
C: 3.5700 0.4810 -1.9073  -0.064
N: 4.8907 1.2125 0.0012  0.036
H: 4.7792 -2.1033 -2.4673  0.065
H: 6.5279 -2.6271 -2.2932  0.083
H: 5.8667 -2.4600 -3.8106  0.093
H: 6.8292 -0.2798 -1.0222  0.123
H: 6.5473 1.0686 -2.0302  0.132
H: 4.5271 -0.7727 -0.5259  0.124
H: 2.6390 0.8081 -1.4404  0.058
H: 3.1883 -0.4043 -2.4274  0.054
H: 3.8429 1.1968 -2.6875  0.083
H: 5.7706 1.0006 0.4684  0.069
H: 4.0967 1.1562 0.6229  0.066
O: -0.0924 3.1301 -5.1208  -0.089
C: 0.9568 3.6152 -4.2585  -0.224
C: 1.4976 4.9114 -4.8311  -0.256
O: 0.5732 5.9719 -4.7228  -0.066
H: -0.7898 3.7957 -5.1260  0.074
H: 0.5972 3.6121 -3.2281  0.115
H: 1.7098 2.8296 -4.3452  0.114
H: 1.7793 4.9288 -5.8847  0.126
H: 2.4552 5.1161 -4.3260  0.118
H: 0.5040 6.3441 -3.8398  0.090
O: -3.9976 0.9961 -2.2570  -0.057
C: -5.4047 0.9726 -2.2781  -0.261
C: -5.9352 0.0067 -1.2149  -0.234
O: -5.6146 0.4836 0.0782  -0.074
H: -3.6919 1.5327 -2.9943  0.099
H: -5.9006 1.9471 -2.1720  0.092
H: -5.7927 0.6879 -3.2688  0.122
H: -5.4356 -0.9299 -1.5010  0.119
H: -7.0090 -0.0975 -1.3576  0.121
H: -4.6467 0.5510 0.0148  0.066
O: -1.3975 1.2579 1.0708  -0.053
C: -0.5258 0.5216 0.2752  -0.260
C: -0.7379 0.6476 -1.2197  -0.220
O: 0.3040 0.0492 -1.9852  -0.088
H: -2.0091 0.6644 1.5140  0.030
H: 0.5266 0.4474 0.5797  0.110
H: -0.7456 -0.5442 0.4772  0.114
H: -0.8490 1.6853 -1.5621  0.117
H: -1.7071 0.2201 -1.4973  0.103
H: 0.0804 0.1664 -2.9188  0.083
O: -0.9190 -2.7245 -2.1144  -0.086
C: -1.7550 -2.6635 -3.2948  -0.226
C: -0.8585 -2.6811 -4.5111  -0.229
O: -0.4806 -1.3249 -4.8416  -0.070
H: -0.5242 -1.8360 -2.1554  0.036
H: -2.3121 -3.6090 -3.3066  0.115
H: -2.5700 -1.9427 -3.2070  0.118
H: -1.5115 -3.0143 -5.3401  0.114
H: -0.0749 -3.4376 -4.4996  0.124
H: 0.2778 -1.4645 -5.4261  0.091

Values from the calculation:
Energy relative to the best compared isomer or geometry (same formula, charge and spin): 68.0 kcal/mol
F_max: 3.3 eV/A
SMILES: COC[C@H](C)N.COC[C@H](C)N.COC[C@H](C)N.COC[C@H](C)N.COC[C@H](C)N.OCCO.OCCO.OCCO.OCCO
Gap between HOMO and LUMO: 9.34 eV
Electronic energy: -64378.48634 eV
HOMO: -8.9 eV